Below is a molecular structure, C11H8CdF7N3S6, with properties calculated with wB97M-V/def2-TZVPD.

Each line ends with the Löwdin charge.
Cartesian coordinates (Å):
Cd (-1.44, -0.25, 4.38)  0.92
S (0.12, -2.09, 5.08)  -0.31
S (-0.50, -3.38, 3.58)  -0.30
S (-2.53, -3.53, 3.81)  -0.26
S (-3.27, -1.66, 3.29)  -0.25
F (-2.62, 1.60, 6.50)  -0.16
C (-1.84, 1.71, 5.33)  -0.45
F (-0.69, 2.39, 5.75)  -0.15
H (-2.38, 2.46, 4.73)  0.04
C (3.85, 1.50, 1.46)  -0.11
C (2.57, 2.32, 1.33)  -0.26
C (1.35, 1.45, 1.36)  -0.65
N (0.71, 1.18, 2.44)  0.01
N (-0.35, 0.33, 2.24)  -0.10
C (-0.49, -0.04, 0.99)  -0.71
N (-1.38, -0.93, 0.50)  0.09
S (0.68, 0.71, -0.05)  1.07
H (4.73, 2.15, 1.46)  0.06
H (3.95, 0.79, 0.64)  0.07
H (3.84, 0.93, 2.39)  0.08
H (2.59, 2.90, 0.40)  0.10
H (2.48, 3.02, 2.15)  0.11
H (-2.07, -1.24, 1.18)  -0.02
H (-1.69, -0.74, -0.45)  -0.01
F (0.88, -2.19, -7.14)  0.08
C (0.23, -1.60, -6.12)  -0.17
C (-0.65, -0.56, -6.36)  -0.16
F (-0.86, -0.14, -7.62)  0.08
C (-1.32, 0.04, -5.31)  -0.27
F (-2.17, 1.04, -5.63)  0.05
C (-1.16, -0.34, -3.97)  -0.64
S (-2.00, 0.44, -2.67)  0.50
C (-0.26, -1.39, -3.78)  -0.26
F (-0.01, -1.84, -2.54)  0.06
C (0.42, -2.01, -4.81)  -0.16
F (1.28, -3.02, -4.57)  0.09

* HOMO energy: -2.1 eV
* LUMO: 4.33 eV
* HOMO-LUMO gap: 6.41 eV
* net charge: -2
* E_tot: -104608.52339 eV